(1)
72
Properties=species:S:1:pos:R:3:forces:R:3:mulliken_charge:R:1 method="wB97M-V/def2-TZVPD" fmax_ha_per_bohr=0.1760 molar_mass_g_mol=517.4 energy_ha=-1492.625159 total_charge=-1 multiplicity=1
C 2.3087 -1.7637 1.1471 0.52 0.33 0.38 -0.90
C 2.5947 -1.1585 -0.3767 0.72 -1.04 0.33 -0.12
C 1.3572 -1.3954 -1.4255 0.51 0.00 -1.22 0.06
C 0.8176 0.0018 -2.1509 0.24 -1.14 0.63 -0.89
In -0.5236 1.1450 -0.6672 0.52 0.21 -0.45 0.92
F -0.7586 -0.1234 0.9971 0.22 0.68 -0.57 -0.67
C 0.6504 2.9779 0.1002 0.13 0.51 1.33 -0.83
C 0.7193 2.8500 1.7594 -1.18 -2.13 -1.96 0.04
O 1.9266 3.4527 2.3469 2.28 -3.21 -0.76 -0.35
C 2.9974 2.4446 2.0496 3.73 3.30 -4.84 0.28
O 3.9376 2.7459 1.1208 -6.04 -2.05 6.41 -0.50
C -2.4521 1.8974 -1.5840 -2.24 0.73 -1.05 -0.86
C -3.8162 1.5195 -0.7277 0.77 -0.54 -0.32 -0.38
C -3.6659 -0.0657 -0.2669 -0.21 -1.93 0.81 0.34
C -3.8916 -0.4715 1.3305 1.32 -3.75 -3.57 -0.32
C -3.6678 -2.0835 1.7027 0.51 1.89 -3.88 -0.38
C -3.2430 -3.1572 0.4931 -0.49 3.23 -0.93 -0.35
C -3.0574 -2.7196 -1.0908 -1.21 3.85 3.31 -0.39
C -3.2770 -1.1359 -1.4567 -0.39 -1.78 3.87 -0.15
H 1.5914 -1.0504 1.7541 1.08 -1.67 -1.41 0.10
H 3.3137 -1.8187 1.7886 -1.92 0.19 -1.52 0.30
H 1.9052 -2.8828 1.1220 0.61 2.56 -0.10 0.29
H 3.5161 -1.7915 -0.7864 -1.80 1.39 0.81 0.20
H 2.9821 -0.0387 -0.3248 -1.10 -2.23 -0.06 0.12
H 0.5002 -2.0206 -0.9313 1.51 1.42 -0.77 0.19
H 1.7760 -2.0679 -2.3184 -0.78 1.16 1.94 -0.15
H 1.7465 0.6721 -2.3967 -1.72 -1.33 0.09 0.21
H 0.1814 -0.2995 -3.0910 1.45 0.70 1.56 0.17
H 0.1043 3.9852 -0.1787 1.37 -1.86 0.44 0.19
H 1.7139 2.8766 -0.4077 -2.10 0.52 1.26 0.24
H -0.2946 3.2325 2.2141 2.37 -0.35 -0.60 -0.18
H 0.7647 1.6852 2.0173 -0.30 2.31 -0.43 0.28
H 3.0281 1.3955 2.5870 -0.54 2.21 -0.90 0.30
H -2.4955 3.0800 -1.7414 0.27 -2.36 0.32 0.29
H -2.6305 1.4476 -2.6736 0.53 0.90 2.15 0.17
H -3.8644 2.2675 0.1928 -0.12 -1.90 -1.73 0.22
H -4.7654 1.6731 -1.4315 1.82 -0.44 1.74 0.25
H -4.1688 0.3480 2.1479 0.75 -2.04 -2.06 0.24
H -3.7832 -2.4098 2.8372 0.35 0.54 -2.81 0.25
H -3.0543 -4.2806 0.7668 -0.45 2.47 -0.48 0.25
H -2.7695 -3.4425 -1.9661 -0.60 1.35 2.15 0.29
H -3.1470 -0.7884 -2.5849 -0.32 -0.68 2.84 0.17
C -0.9635 4.1077 4.8203 0.12 -0.09 0.12 -1.14
C -2.3208 3.5679 4.3995 0.16 -0.02 0.06 0.03
O -2.8143 2.5413 5.2565 -0.12 -0.08 0.15 -0.42
C -3.0120 2.8964 6.6231 0.01 -0.04 -0.26 -0.34
C -4.0061 4.0291 6.8156 -0.11 0.12 -0.08 -1.03
H -0.2247 3.2973 4.8610 -0.14 0.18 -0.11 0.30
H -0.6170 4.8657 4.1104 -0.02 -0.15 0.06 0.41
H -0.9966 4.5677 5.8098 -0.04 0.09 -0.03 0.38
H -2.2286 3.1267 3.4020 -0.14 -0.17 0.23 0.08
H -3.0559 4.3736 4.3125 -0.01 0.09 0.05 0.23
H -2.0516 3.1284 7.0951 0.00 0.10 0.01 0.31
H -3.3950 2.0016 7.1281 0.10 0.03 -0.29 0.33
H -3.6719 4.9528 6.3375 0.03 -0.03 0.10 0.27
H -4.1476 4.2344 7.8808 0.01 -0.04 -0.08 0.39
H -4.9751 3.7663 6.3775 0.12 0.00 0.08 0.28
C 3.9075 -5.7844 -6.2503 0.13 -0.11 0.10 -1.01
C 2.8097 -4.7508 -6.0567 0.09 0.07 0.23 -0.37
O 2.9040 -4.0468 -4.8209 -0.06 -0.11 -0.06 -0.38
C 4.0993 -3.2998 -4.6059 -0.11 0.07 0.01 -0.13
C 4.3332 -2.2204 -5.6491 -0.10 0.08 -0.14 -1.10
H 3.8980 -6.5119 -5.4287 -0.05 0.13 -0.17 0.28
H 3.7673 -6.3182 -7.1958 -0.02 0.05 0.11 0.38
H 4.8988 -5.3277 -6.2688 -0.03 0.00 -0.08 0.26
H 1.8425 -5.2633 -6.0530 0.06 0.19 0.21 0.32
H 2.7806 -4.0453 -6.8925 0.09 0.01 -0.06 0.31
H 4.9584 -3.9751 -4.5357 0.05 -0.01 -0.08 0.30
H 4.0003 -2.8245 -3.6228 -0.22 -0.21 -0.16 0.17
H 4.4472 -2.6382 -6.6521 0.10 0.00 0.04 0.29
H 5.2406 -1.6556 -5.4154 -0.11 -0.06 0.01 0.39
H 3.4862 -1.5265 -5.6783 0.13 -0.08 0.08 0.29

(2)
86
Properties=species:S:1:pos:R:3:forces:R:3:mulliken_charge:R:1 method="wB97M-V/def2-TZVPD" fmax_ha_per_bohr=0.0686 molar_mass_g_mol=633.5 energy_ha=-2363.809652 total_charge=+1 relative_energy_kj_mol=157.1 multiplicity=1
Li -0.1639 0.3653 0.1123 -0.15 -0.34 -0.25 0.92
C 4.9470 -1.0771 2.0613 2.09 0.35 -0.88 -1.58
C 3.7317 -0.7260 1.3095 -1.97 0.56 0.38 0.92
O 3.8274 -0.7287 -0.1354 0.57 -0.38 0.77 -0.35
C 2.9344 -0.0488 -0.8362 -1.84 0.93 0.63 -0.10
O 1.8626 0.4442 -0.4192 3.12 -1.30 -1.03 0.41
O 3.3427 0.0802 -2.0957 -0.24 -0.73 -0.48 -0.29
C 4.5631 -0.6055 -2.5528 0.32 0.89 -0.05 -0.77
H 4.7279 -1.2894 3.1067 -0.06 -0.05 -0.15 0.38
H 5.6087 -0.2123 1.9939 0.24 -0.01 0.43 0.40
H 5.5370 -1.8670 1.5956 -0.30 -0.41 0.23 0.37
H 3.4834 0.2992 1.5856 -0.49 -0.08 0.02 0.03
H 2.9382 -1.3931 1.6421 -0.29 0.24 -0.51 -0.30
H 4.6126 -0.5417 -3.6391 -0.54 0.29 0.08 0.28
H 4.6730 -1.6602 -2.3043 -0.47 0.18 0.49 0.32
H 5.3965 -0.0167 -2.1711 0.10 -0.33 0.12 0.33
C 0.1675 -4.3305 2.2512 1.52 -0.95 -1.06 -1.09
C 1.1384 -3.2093 2.5989 -0.22 0.57 0.51 0.74
O 0.4649 -2.3074 3.4995 -0.34 1.20 0.15 -0.44
C -0.0395 -1.1579 3.0145 0.84 -0.05 -0.05 0.39
O 0.0400 -0.7941 1.8563 -0.12 0.07 0.57 0.17
O -0.5537 -0.4741 4.0349 0.66 -1.48 -0.12 -0.45
C -1.0186 0.8347 3.9101 -0.86 1.22 0.41 -0.54
H 0.2946 -4.5038 1.1816 -0.74 0.19 -0.23 0.14
H -0.8732 -4.2098 2.5460 0.22 0.36 -0.09 0.34
H 0.5406 -5.2856 2.6228 -0.20 0.08 0.59 0.37
H 1.5605 -2.6310 1.7780 -0.79 -0.16 -0.46 -0.75
H 2.0441 -3.5103 3.1260 -0.34 -0.45 0.37 0.44
H -1.8576 0.9011 4.6031 -0.30 -0.07 -0.35 0.36
H -1.3153 1.1272 2.9035 0.11 -0.26 -0.01 -0.02
H -0.3300 1.5671 4.3330 0.53 -0.21 -0.31 0.30
C -3.8128 1.8268 -2.3961 0.23 0.75 -1.42 -1.14
C -2.7756 0.8329 -2.7965 0.09 -2.76 1.36 0.34
O -1.6056 1.2971 -3.4394 1.30 0.97 -0.45 -0.41
C -0.5669 1.7450 -2.7214 -0.37 1.33 0.49 0.40
O -0.4835 1.7261 -1.4995 0.11 -0.27 -1.33 -0.22
O 0.3038 2.3810 -3.5554 -1.90 -2.30 0.45 -0.43
C 1.2895 3.1823 -2.9816 0.50 1.35 0.19 -0.57
H -4.6773 1.3679 -1.9177 0.32 -0.08 0.34 0.39
H -4.1883 2.2361 -3.3350 -0.16 0.54 0.17 0.43
H -3.3266 2.6091 -1.8141 -0.42 0.05 0.17 0.08
H -3.1395 0.0449 -3.4563 -0.32 0.38 -0.34 0.45
H -2.4904 0.2528 -1.9171 0.35 0.17 0.19 -0.27
H 0.8043 4.0029 -2.4516 0.10 0.05 0.16 0.34
H 1.7886 3.5978 -3.8564 0.30 0.00 0.27 0.26
H 1.9934 2.6973 -2.3056 -0.17 -0.41 -0.17 0.10
C -4.4139 3.7737 1.9217 0.62 -0.95 -1.02 -1.53
C -3.4029 2.7872 1.2724 -0.38 -0.03 1.27 0.94
O -4.0959 1.4896 1.2784 -0.40 -0.85 -0.68 -0.39
C -3.4210 0.4035 0.9299 -0.41 -1.79 0.36 0.27
O -2.2746 0.3908 0.5334 -0.21 -0.09 0.05 0.28
O -4.1845 -0.7661 1.1374 -0.16 3.33 -0.19 -0.46
C -3.6690 -2.0496 0.8202 1.22 0.67 -0.41 -0.34
H -5.2896 3.7931 1.2727 -0.09 0.03 0.07 0.37
H -4.0023 4.7823 1.9331 0.10 -0.12 0.32 0.38
H -4.7221 3.3925 2.8944 0.15 0.30 0.05 0.38
H -2.5262 2.5708 1.8830 0.13 0.64 0.04 -0.33
H -3.0616 3.1262 0.2951 -0.28 -0.42 -0.15 -0.01
H -3.3846 -2.1170 -0.2304 -0.08 0.06 -0.08 0.13
H -4.4458 -2.7837 1.0264 0.17 0.20 0.33 0.31
H -2.7448 -2.1367 1.3921 -0.08 -0.74 0.08 0.09
C 2.1117 -3.0483 -4.1609 -0.10 -0.49 -0.73 -1.63
C 1.4292 -2.3563 -3.0193 0.60 0.52 0.48 0.75
O 0.3224 -3.1468 -2.5448 0.22 -0.05 -0.30 -0.42
C -0.3525 -2.6627 -1.5255 -0.93 1.27 1.10 0.15
O -0.2087 -1.5430 -0.9880 -0.30 -3.16 -1.43 0.18
O -1.2762 -3.5637 -1.1026 0.34 1.49 1.34 -0.17
C -1.8617 -4.6005 -1.8607 0.28 -0.90 -1.33 -0.83
H 2.6131 -3.9822 -3.9066 -0.26 -0.06 0.34 0.37
H 2.8888 -2.4496 -4.6362 -0.14 0.39 0.24 0.38
H 1.3845 -3.2668 -4.9434 -0.01 -0.05 -0.04 0.42
H 1.0769 -1.3584 -3.2801 -0.10 -0.06 -0.09 0.08
H 2.1048 -2.2411 -2.1713 0.03 0.04 0.03 -0.11
H -1.7931 -4.3440 -2.9176 -0.50 -0.02 0.00 0.35
H -2.8705 -4.8276 -1.5173 -0.14 0.92 -0.01 0.28
H -1.4094 -5.5903 -1.7812 0.88 0.28 0.38 0.31
C 1.4802 3.7167 2.7123 0.08 -1.29 1.69 -0.55
C 1.5289 3.4138 1.2761 0.50 2.88 -0.69 0.43
O 0.9069 4.6271 0.8322 0.31 -0.09 -1.91 -0.36
C -0.0522 4.9619 1.7183 -2.58 1.42 -1.37 0.61
O -1.0355 5.6350 1.5048 1.75 -0.78 -0.02 -0.55
O 0.1824 4.3679 2.8529 1.71 -1.42 2.04 -0.33
F 0.7419 2.4075 0.9519 -1.25 -1.53 -0.15 -0.14
H 2.3019 4.3305 3.0796 -0.21 0.28 -0.20 0.38
H 1.5377 2.7517 3.2171 -0.54 0.24 0.62 0.24
H 2.4895 3.2741 0.7814 0.02 0.29 0.14 0.40

(3)
74
Properties=species:S:1:pos:R:3:forces:R:3:mulliken_charge:R:1 method="wB97M-V/def2-TZVPD" fmax_ha_per_bohr=0.1856 molar_mass_g_mol=518.2 energy_ha=-1441.916764 total_charge=+2 multiplicity=1
C 0.0713 6.1592 -0.4990 0.70 -5.34 7.62 -0.43
C 0.0511 5.4559 0.7438 0.45 2.69 -9.14 -0.09
C -0.0094 4.1578 1.7967 -0.56 1.16 0.77 -0.26
C 1.4718 3.5451 2.1554 0.26 1.13 -0.56 -0.58
C 2.2320 2.8512 0.8324 0.28 2.03 1.03 -0.16
N 2.1306 1.3672 0.8476 0.43 1.88 -0.12 1.05
C 3.0344 0.8906 1.9183 0.40 -1.13 2.26 -0.69
C 4.2101 -0.1763 1.5753 1.28 -7.24 3.39 0.34
O 4.2950 -1.3044 2.3346 -0.74 7.92 -5.05 -0.50
O 5.2706 -0.0389 0.5461 -3.22 -0.02 0.24 -0.50
C 2.0286 0.6393 -0.4173 0.68 -1.36 -2.45 -2.00
N 1.3680 1.3979 -1.5953 2.96 1.15 0.31 0.14
C 2.3959 2.0773 -2.4611 -2.06 -1.47 -0.09 -0.68
C 1.6423 2.6449 -3.8167 -0.73 -0.66 0.42 -1.35
C 1.1096 -0.7507 -0.4323 0.07 -1.17 -0.61 1.25
C 1.2987 -1.7368 0.8478 -0.56 0.04 -0.01 -0.51
C 0.2689 -3.0242 0.8723 0.66 -0.99 0.46 -0.51
C -0.7016 -3.0856 2.2050 -0.18 -0.77 -0.15 -0.65
C -2.1767 -3.6044 1.7115 -0.62 -0.43 0.46 -0.63
C -3.4408 -2.9993 2.5925 0.20 -0.85 -1.21 -0.52
C -4.7366 -2.8694 1.5574 -1.19 0.08 0.48 -0.70
C -5.1228 -1.3220 1.1749 -0.01 -0.11 0.92 -0.20
O -5.3685 -1.0756 -0.2552 0.86 1.89 1.26 -0.39
C -5.2026 0.3858 -0.4122 -0.80 1.07 -0.28 -0.45
O -0.3116 -0.3476 -0.6968 1.84 0.30 2.59 -0.45
C -0.9500 0.2508 0.4679 -2.31 0.81 0.67 0.88
C 1.4485 -1.7168 -1.7572 -1.81 -0.68 -0.61 -0.43
F 2.4760 -1.1824 -2.6624 -1.11 -0.24 1.50 -0.47
C 0.0877 -1.9425 -2.7041 1.18 -0.83 -1.25 -0.13
C 0.5090 -2.9921 -3.9364 -1.10 -0.26 1.21 -0.99
H 0.2818 6.6691 -1.5577 -0.87 -0.95 3.30 0.31
H -0.4461 4.6001 2.8059 0.91 -0.89 -2.16 0.42
H -0.7920 3.3373 1.4486 1.76 1.94 0.32 0.14
H 1.3737 2.8121 3.0607 0.14 1.28 -1.88 0.32
H 2.1360 4.4731 2.4996 -1.43 -2.10 -0.68 0.36
H 3.3622 3.2278 0.9235 -1.97 -0.89 -0.33 0.37
H 1.7871 3.4322 -0.0730 0.42 -1.36 1.28 -0.39
H 3.5755 1.7710 2.5203 -1.17 -1.72 -1.67 0.64
H 2.3497 0.3756 2.7524 1.97 0.74 -1.85 0.25
H 5.0086 -0.5359 -0.3053 0.41 0.71 2.14 0.37
H 3.1281 0.4596 -0.8494 -2.23 -0.24 0.92 0.41
H 0.6112 2.0250 -1.2599 0.65 -0.48 -0.52 0.47
H 2.9135 3.0151 -1.9513 -2.74 -5.36 2.73 0.00
H 3.2360 1.3273 -2.8484 -1.54 1.33 1.23 0.68
H 2.3951 3.1738 -4.5451 -1.84 -1.13 0.41 0.70
H 0.7249 3.3166 -3.5048 1.85 -1.01 -0.81 0.42
H 1.2051 1.7054 -4.3735 1.04 1.91 1.07 0.23
H 1.0740 -1.1179 1.8167 0.87 -1.27 -1.72 -0.02
H 2.3855 -2.1847 0.7943 -2.07 1.32 0.40 0.29
H 0.9389 -4.0110 0.9227 -1.40 2.20 -0.26 0.41
H -0.3747 -3.1292 -0.0992 1.19 0.48 1.92 0.01
H -0.3021 -3.8982 2.9826 -0.67 1.89 -1.77 0.39
H -0.7233 -2.0685 2.8164 -0.13 -1.94 -1.49 0.35
H -2.1917 -4.7946 1.8016 0.01 2.61 -0.28 0.32
H -2.4300 -3.3671 0.5832 0.93 -0.24 2.21 0.17
H -3.0969 -1.9634 3.0360 -1.01 -2.05 -0.72 0.31
H -3.7164 -3.7913 3.4180 0.61 1.95 -1.42 0.31
H -4.6063 -3.4814 0.5661 0.01 1.18 1.94 0.35
H -5.6912 -3.3356 2.1001 2.11 1.00 -1.23 0.37
H -6.1308 -1.0188 1.7380 2.33 -0.48 -0.95 0.22
H -4.2310 -0.6124 1.4959 -1.75 -1.42 -0.35 0.17
H -5.5572 0.9255 0.5855 0.78 -1.00 -2.15 0.28
H -5.8619 0.8381 -1.2981 1.32 -1.45 1.89 0.29
H -4.0953 0.6932 -0.6513 -1.87 -0.77 0.60 0.03
H -1.0901 -0.4441 1.4003 0.54 1.01 -1.91 -0.24
H -0.4918 1.2568 0.8528 -0.38 -1.87 -0.87 -0.39
H -2.0611 0.5308 0.1253 2.49 -0.74 0.61 -0.18
H 1.8228 -2.8012 -1.4261 -0.61 2.62 -0.62 0.35
H -0.7853 -2.4720 -2.1344 1.81 1.44 -0.82 0.20
H -0.2537 -0.9574 -3.2417 0.55 -1.74 1.58 0.15
H 1.2734 -3.7522 -3.4803 -1.21 1.43 -1.28 0.30
H 0.8816 -2.4278 -4.8914 -0.59 -1.33 1.94 0.25
H -0.4844 -3.6160 -4.1478 2.30 1.42 0.05 0.34
Sr 3.5692 4.1611 -2.9416 3.20 5.35 -2.80 1.87